Entry 1:
{
  "formula": "C5H14",
  "method": "the ωB97M-V functional and the def2-TZVPD basis",
  "symbols": ["C", "C", "C", "H", "H", "H", "H", "H", "H", "H", "H", "C", "C", "H", "H", "H", "H", "H", "H"],
  "positions_angstrom": [[1.061, -2.011, -1.034], [0.033, -0.864, -1.349], [-1.455, -1.162, -1.229], [0.969, -2.842, -1.738], [0.783, -2.388, -0.061], [2.009, -1.504, -1.199], [0.397, -0.118, -0.653], [0.241, -0.520, -2.351], [-1.870, -0.197, -0.893], [-1.887, -1.192, -2.239], [-1.695, -1.778, -0.373], [0.600, 2.434, 1.698], [-0.278, 1.192, 1.612], [0.112, 3.333, 2.102], [1.474, 2.210, 2.304], [0.987, 2.655, 0.689], [-0.363, 0.687, 2.585], [0.163, 0.584, 0.847], [-1.281, 1.480, 1.280]],
  "atomic_forces_ev_per_a": [[-1.718, 0.663, -1.397], [1.252, -1.334, 0.120], [0.402, 2.746, 0.198], [0.069, 0.034, -0.020], [0.782, -0.044, 0.525], [0.417, -0.609, 0.723], [-0.497, 0.464, -0.237], [0.095, 0.352, -0.323], [-0.135, -0.050, 0.001], [-0.238, -1.363, 0.627], [-0.354, -1.026, -0.593], [0.397, 0.194, -0.283], [-0.474, 0.924, 0.454], [0.083, -0.355, -0.099], [0.134, 0.160, 0.141], [-0.218, 0.230, 0.364], [0.036, -0.043, -0.430], [-0.071, -0.704, 0.203], [0.040, -0.239, 0.025]],
  "mulliken_charge": [-1.1841, -0.0391, -0.9758, 0.3549, 0.3086, 0.3264, -0.0576, 0.3588, 0.2443, 0.3286, 0.3331, -0.9522, -0.2731, 0.2965, 0.2643, 0.2933, 0.3225, -0.1989, 0.2495],
  "lumo_energy_ha": 0.041,
  "charge": 0,
  "e_above_lowest_kcal_mol": 20.8,
  "homo_ha": -0.3974,
  "smiles": "CCC.CC"
}

***

Entry 2:
{
  "formula": "C42H45AsClF2N4SbTi",
  "method": "the ωB97M-V functional and the def2-TZVPD basis",
  "symbols": ["Ti", "C", "C", "C", "C", "C", "C", "N", "Sb", "C", "C", "C", "C", "C", "C", "N", "C", "C", "C", "C", "C", "C", "N", "H", "H", "H", "H", "H", "H", "H", "H", "H", "H", "H", "H", "H", "H", "H", "H", "H", "H", "F", "C", "C", "C", "C", "C", "F", "C", "C", "C", "C", "C", "C", "N", "H", "H", "H", "H", "H", "H", "C", "C", "As", "C", "C", "C", "C", "H", "H", "H", "H", "H", "H", "H", "H", "H", "H", "H", "H", "H", "H", "H", "Cl", "C", "C", "C", "C", "C", "C", "C", "H", "H", "H", "H", "H", "H"],
  "positions_angstrom": [[0.575, -0.169, -0.134], [-4.450, -1.365, 0.535], [-3.936, -0.900, 1.860], [-4.581, -1.243, 3.050], [-4.030, -0.850, 4.251], [-2.835, -0.140, 4.235], [-2.255, 0.161, 3.009], [-2.812, -0.185, 1.849], [-0.393, 1.219, 3.134], [-0.354, 2.422, 1.333], [-0.641, 3.747, 1.634], [-0.478, 4.722, 0.658], [0.026, 4.345, -0.568], [0.341, 3.008, -0.806], [0.981, 2.632, -2.103], [0.128, 2.062, 0.126], [1.161, -0.284, 2.852], [1.782, -0.517, 4.069], [2.814, -1.451, 4.134], [3.205, -2.084, 2.977], [2.585, -1.761, 1.767], [3.051, -2.395, 0.494], [1.592, -0.869, 1.722], [-5.539, -1.390, 0.496], [-4.060, -0.718, -0.246], [-4.075, -2.372, 0.334], [-5.500, -1.813, 3.018], [-4.510, -1.098, 5.188], [-2.370, 0.170, 5.163], [-0.983, 4.022, 2.623], [-0.714, 5.756, 0.870], [0.202, 5.067, -1.354], [2.066, 2.644, -1.985], [0.708, 3.338, -2.887], [0.707, 1.623, -2.404], [1.465, 0.008, 4.960], [3.299, -1.667, 5.077], [3.995, -2.822, 2.974], [3.364, -3.422, 0.680], [2.257, -2.407, -0.252], [3.892, -1.833, 0.083], [5.468, 2.499, 0.442], [4.684, 1.696, -0.315], [3.470, 1.273, 0.171], [2.629, 0.463, -0.605], [3.096, 0.067, -1.879], [4.334, 0.539, -2.331], [4.793, 0.217, -3.568], [5.151, 1.349, -1.578], [2.161, -0.723, -2.682], [2.432, -1.328, -3.914], [1.442, -2.010, -4.589], [0.177, -2.089, -4.012], [-0.018, -1.512, -2.782], [0.932, -0.844, -2.104], [3.173, 1.598, 1.166], [6.102, 1.692, -1.953], [3.422, -1.249, -4.330], [1.653, -2.475, -5.542], [-0.642, -2.605, -4.495], [-0.973, -1.568, -2.275], [-3.945, -1.089, -3.331], [-4.244, 0.289, -2.755], [-2.607, 1.120, -2.019], [-3.366, 2.686, -1.088], [-4.480, 2.353, -0.111], [-2.057, 2.130, -3.625], [-1.257, 1.359, -4.660], [-4.848, -1.586, -3.691], [-3.499, -1.733, -2.568], [-3.240, -1.041, -4.163], [-4.967, 0.199, -1.942], [-4.684, 0.962, -3.495], [-3.694, 3.406, -1.843], [-2.528, 3.139, -0.554], [-5.375, 1.987, -0.617], [-4.772, 3.231, 0.469], [-4.159, 1.588, 0.598], [-1.480, 2.973, -3.240], [-2.967, 2.553, -4.061], [-0.371, 0.891, -4.226], [-0.924, 2.018, -5.464], [-1.845, 0.562, -5.118], [1.774, -7.459, 0.370], [1.001, -5.893, 0.393], [0.949, -5.169, 1.573], [0.342, -3.927, 1.578], [-0.220, -3.355, 0.420], [-0.749, -1.991, 0.467], [-0.187, -4.150, -0.738], [0.420, -5.394, -0.759], [1.376, -5.581, 2.478], [0.290, -3.375, 2.510], [-1.649, -1.858, -0.149], [-1.062, -1.791, 1.496], [-0.644, -3.786, -1.648], [0.440, -5.979, -1.670]],
  "atomic_forces_ev_per_a": [[-0.065, -0.305, 0.461], [0.042, -0.036, -0.075], [-0.027, 0.019, 0.072], [0.002, -0.015, -0.012], [0.055, 0.017, -0.010], [-0.006, -0.056, 0.035], [-0.136, -0.152, 0.013], [0.078, 0.130, -0.049], [0.141, 0.135, -0.009], [0.223, 0.213, 0.045], [-0.121, 0.052, -0.170], [0.022, -0.005, 0.021], [-0.046, -0.070, 0.067], [-0.020, 0.125, 0.030], [0.017, -0.090, 0.003], [0.036, -0.322, 0.102], [0.150, 0.177, 0.226], [0.040, -0.305, 0.018], [-0.013, 0.040, -0.035], [-0.078, 0.054, -0.045], [0.136, -0.050, 0.064], [-0.036, -0.025, -0.023], [-0.245, 0.338, -0.091], [-0.004, 0.021, 0.010], [-0.033, -0.010, -0.002], [-0.019, -0.014, 0.025], [0.005, -0.008, -0.007], [-0.008, 0.000, 0.009], [0.019, 0.024, -0.015], [-0.010, -0.028, 0.010], [-0.010, 0.012, -0.016], [-0.006, 0.041, 0.021], [-0.002, 0.009, -0.003], [0.002, 0.016, -0.006], [-0.027, 0.029, -0.020], [-0.016, 0.001, 0.004], [0.011, -0.010, 0.012], [0.013, -0.009, 0.035], [0.010, -0.009, 0.015], [-0.006, -0.010, 0.013], [-0.006, -0.013, 0.022], [0.013, -0.001, 0.002], [0.072, 0.001, -0.081], [0.004, -0.035, 0.009], [-0.124, 0.132, -0.052], [0.191, 0.226, -0.183], [-0.071, -0.153, 0.057], [-0.001, -0.008, 0.003], [-0.086, 0.016, 0.145], [0.037, 0.030, 0.083], [0.105, 0.104, 0.037], [-0.017, 0.028, 0.100], [-0.123, -0.060, -0.053], [-0.148, -0.012, 0.049], [0.140, -0.202, -0.528], [0.018, 0.018, 0.003], [0.017, 0.016, 0.000], [-0.020, -0.014, -0.022], [-0.015, -0.012, -0.023], [0.010, -0.009, -0.014], [-0.031, -0.057, -0.082], [0.030, -0.089, 0.033], [-0.013, 0.134, 0.057], [0.175, -0.044, 0.009], [0.014, -0.013, -0.128], [-0.101, -0.045, 0.145], [-0.148, 0.116, 0.092], [0.067, -0.074, -0.063], [-0.019, 0.033, -0.016], [-0.010, -0.011, -0.011], [0.014, 0.023, -0.021], [0.010, 0.019, -0.017], [0.035, -0.036, -0.035], [-0.042, -0.010, 0.028], [0.003, 0.002, -0.038], [0.019, 0.012, -0.019], [0.002, 0.020, -0.027], [0.013, 0.014, 0.001], [0.024, 0.018, -0.017], [0.028, -0.012, -0.020], [-0.008, 0.017, -0.002], [0.002, -0.001, -0.007], [-0.030, -0.010, 0.010], [0.020, -0.037, -0.006], [0.022, -0.030, 0.056], [0.030, -0.062, -0.093], [-0.036, 0.013, -0.054], [0.137, -0.001, 0.085], [-0.463, 0.112, -0.059], [0.018, 0.040, 0.034], [0.023, -0.037, 0.004], [0.000, -0.009, 0.010], [-0.001, 0.028, 0.015], [0.070, -0.123, -0.086], [0.093, 0.112, -0.035], [-0.012, 0.022, -0.024], [0.001, -0.011, 0.001]],
  "mulliken_charge": [-2.1099, -1.0390, 0.8694, -0.9166, -0.6372, -0.9403, 0.1424, 0.5076, 0.8756, -0.2556, -0.6876, -1.0180, -0.7670, 0.3672, -1.0558, 1.2419, -0.2614, -0.7081, -0.8813, -0.9230, 0.7361, -1.1867, 1.7348, 0.5282, -0.3829, 0.3565, 0.4903, 0.3973, 0.4474, 0.4709, 0.3820, 0.5548, 0.3603, 0.6916, -0.4982, 0.5000, 0.4064, 0.5686, 0.5703, -0.3840, 0.3727, -0.3890, 0.2854, -0.7564, 1.0777, 0.5565, 0.6429, -0.3741, -1.0836, -0.0810, -0.8637, -1.1421, -0.8342, -1.3103, 2.1293, 0.3709, 0.4896, 0.6828, 0.4296, 0.5824, 0.3869, -0.9792, -0.8902, 0.9951, -0.2199, -1.2838, -1.0562, -1.0627, 0.4737, 0.0900, 0.1847, 0.4244, 0.5928, 0.5822, -0.2232, 0.3508, 0.4617, 0.1331, 0.4517, 0.6509, 0.0552, 0.3984, 0.2920, -0.2650, 0.3165, -0.9965, -0.0286, -0.0488, -0.3853, 0.4012, -1.0495, 0.4151, 0.3471, -0.1550, 0.5517, 0.3317, 0.4245],
  "lumo_energy_ha": [0.002, 0.000],
  "charge": 0,
  "e_above_lowest_kcal_mol": 0.0,
  "multiplicity": 3,
  "homo_ha": [-0.1904, -0.2399]
}

***

Entry 3:
{
  "formula": "C3H7NO",
  "method": "the ωB97M-V functional and the def2-TZVPD basis",
  "symbols": ["C", "C", "C", "N", "O", "H", "H", "H", "H", "H", "H", "H"],
  "positions_angstrom": [[-1.769, -0.622, 0.097], [-0.389, -0.041, -0.053], [-0.176, 1.440, -0.045], [0.587, -0.842, -0.111], [1.875, -0.355, 0.021], [-2.397, 0.143, 0.743], [-2.234, -0.609, -0.980], [-1.627, -1.654, 0.398], [0.668, 1.741, -0.714], [-0.059, 1.873, 1.062], [-1.171, 1.928, -0.554], [1.717, 0.641, 0.659]],
  "atomic_forces_ev_per_a": [[-1.001, 2.052, -1.932], [0.444, 0.603, 0.374], [-2.071, 2.228, 0.113], [0.258, -1.432, 0.302], [-1.331, 4.714, 2.670], [1.102, -2.125, -0.999], [0.474, -0.078, 1.983], [-0.645, 0.075, 0.454], [-0.564, -0.182, 0.796], [-0.241, -0.701, -2.412], [2.396, -0.970, 1.526], [1.179, -4.184, -2.875]],
  "mulliken_charge": [-0.9884, 1.0624, -1.5078, -0.4830, -0.3756, 0.2889, 0.2164, 0.3668, 0.4743, 0.3036, 0.2979, 0.3445],
  "lumo_energy_ha": 0.025,
  "charge": 0,
  "e_above_lowest_kcal_mol": 92.5,
  "homo_ha": -0.3398,
  "smiles": "CC(C)=NO"
}

***

Entry 4:
{
  "formula": "C5H10O",
  "method": "the ωB97M-V functional and the def2-TZVPD basis",
  "symbols": ["C", "C", "C", "C", "C", "O", "H", "H", "H", "H", "H", "H", "H", "H", "H", "H"],
  "positions_angstrom": [[-2.030, -0.637, -0.195], [-0.876, 0.035, 0.057], [-0.812, 1.525, -0.007], [0.329, -0.805, 0.462], [1.592, -0.621, -0.429], [2.378, 0.590, -0.089], [-2.977, -0.071, -0.476], [-2.103, -1.720, -0.232], [-0.317, 1.981, 0.961], [-1.789, 1.963, -0.207], [-0.023, 1.802, -0.781], [0.630, -0.695, 1.561], [0.079, -1.912, 0.418], [1.194, -0.301, -1.542], [2.187, -1.666, -0.434], [2.537, 0.532, 0.934]],
  "atomic_forces_ev_per_a": [[-0.253, 1.681, -0.514], [-1.380, -1.712, 0.480], [2.604, 0.868, 0.920], [0.846, -0.958, 0.521], [-0.387, 0.596, -1.953], [-0.311, -2.059, 2.781], [1.368, -0.769, 0.409], [0.141, 0.153, 0.201], [-1.240, -0.893, -1.609], [0.264, 0.079, -0.028], [-1.195, -0.112, 0.639], [-0.385, 0.328, -1.258], [-0.025, 1.297, -0.162], [1.181, -1.369, 2.573], [-0.876, 2.648, -0.131], [-0.350, 0.221, -2.869]],
  "mulliken_charge": [-1.0338, 0.7359, -1.0077, -0.3989, -0.5151, -0.4758, 0.2086, 0.2745, 0.2142, 0.3806, 0.2286, 0.3229, 0.2518, 0.2538, 0.2345, 0.3259],
  "lumo_energy_ha": 0.033,
  "charge": 0,
  "e_above_lowest_kcal_mol": 45.1,
  "homo_ha": -0.3384,
  "smiles": "C=C(C)CCO"
}

***

Number 3 is which compound?
C3H7NO